[1]
# C4H12N2S

An isolated molecule of C4H12N2S at a distorted geometry (ωB97M-V/def2-TZVPD, the Open Molecules 2025 dataset).

Properties
M: 120.2 g mol⁻¹
net charge: 0
HOMO: -8.49 eV
energy above the lowest of the compared OMol25 structures with the same formula, charge and spin: 98.8 kJ/mol
SMILES: CNC[C@H](N)CS

Each line ends with the Mulliken charge.
Atoms and positions in Å:
1 C -2.23 0.04 1.89  -0.87
2 N -1.32 -0.74 1.05  -0.36
3 C -0.84 -0.10 -0.14  -0.70
4 C 0.68 -0.27 -0.38  -0.11
5 N 1.43 0.15 0.80  -0.57
6 C 1.04 0.21 -1.80  -0.68
7 S 2.69 -0.42 -2.27  -0.24
8 H -3.25 0.13 1.50  0.26
9 H -2.28 -0.40 2.89  0.31
10 H -1.83 1.08 1.89  0.32
11 H -0.59 -1.01 1.70  0.28
12 H -1.06 0.97 -0.03  0.31
13 H -1.43 -0.36 -1.06  0.26
14 H 0.65 -1.39 -0.31  0.32
15 H 2.09 -0.57 1.08  0.26
16 H 2.06 0.88 0.44  0.31
17 H 0.88 1.33 -1.78  0.42
18 H 0.24 -0.22 -2.43  0.33
19 H 3.06 0.69 -3.03  0.15

***

[2]
# C49H102FIN3O15P2S

A cluster of 7 separate species, C49H102FIN3O15P2S in total at a distorted geometry (ωB97M-V/def2-TZVPD, the Open Molecules 2025 dataset).

Properties
M: 1213.3 g mol⁻¹
net charge: +1
HOMO: -10.41 eV

Each line ends with the Mulliken charge.
Atoms and positions in Å:
1 C 1.43 -2.28 -0.23  -0.47
2 C 0.91 -1.70 -1.61  -0.62
3 C 0.84 -0.13 -1.69  -1.04
4 C 2.09 0.60 -1.10  0.43
5 C 3.42 0.34 -1.89  -0.81
6 C 4.71 0.60 -1.01  -0.63
7 C 4.71 2.06 -0.37  0.25
8 C 6.10 2.41 0.36  -0.63
9 C 6.13 1.86 1.83  -0.74
10 C 5.76 2.96 2.92  -0.84
11 C 4.19 3.13 2.89  -0.13
12 C 3.56 3.60 4.27  -1.29
13 N 2.44 2.72 4.75  1.11
14 N 2.75 1.41 5.11  0.22
15 C 4.11 0.93 5.18  -0.18
16 C 4.29 -0.46 5.94  -0.58
17 C 3.32 -1.58 5.44  -1.07
18 C 1.22 2.73 3.81  -0.83
19 P 1.02 4.03 2.48  0.40
20 C 0.78 3.31 0.77  -0.77
21 C -0.02 5.50 2.85  -1.20
22 C -0.11 2.20 4.54  -0.44
23 I -0.56 0.15 3.84  0.20
24 C -1.47 2.92 4.26  0.06
25 C -2.67 2.26 5.09  -0.80
26 C -3.81 1.69 4.15  -0.49
27 N -4.31 2.75 3.22  -0.62
28 C 0.38 2.33 6.07  -2.42
29 C 1.73 3.19 6.04  1.28
30 P 2.44 2.75 7.79  0.13
31 C 4.29 3.20 7.85  -0.84
32 O 2.34 1.07 8.07  -0.51
33 S 1.18 4.93 6.30  1.37
34 O 1.66 5.36 7.65  -0.66
35 O -0.30 5.13 6.32  -0.57
36 F 1.78 6.05 5.27  -0.26
37 H 2.40 -2.81 -0.36  0.24
38 H 1.51 -1.50 0.56  0.08
39 H 0.70 -3.04 0.12  0.07
40 H -0.11 -2.13 -1.78  0.44
41 H 1.57 -2.11 -2.41  0.31
42 H 0.74 0.15 -2.76  0.34
43 H -0.10 0.23 -1.18  0.26
44 H 1.88 1.71 -1.16  0.35
45 H 2.22 0.38 0.00  -0.19
46 H 3.50 0.98 -2.80  0.34
47 H 3.40 -0.73 -2.23  0.32
48 H 5.64 0.41 -1.60  0.16
49 H 4.66 -0.11 -0.15  0.26
50 H 4.54 2.77 -1.22  0.63
51 H 3.85 2.17 0.33  -0.67
52 H 6.91 1.96 -0.27  0.12
53 H 6.22 3.52 0.28  0.44
54 H 7.16 1.47 2.05  0.51
55 H 5.44 0.98 1.93  0.21
56 H 6.22 3.94 2.65  0.51
57 H 6.14 2.60 3.91  0.35
58 H 3.91 3.85 2.09  0.68
59 H 3.76 2.14 2.58  -0.22
60 H 4.39 3.65 5.02  0.51
61 H 3.26 4.65 4.10  0.56
62 H 2.15 0.68 4.74  -0.06
63 H 4.90 1.59 5.60  0.20
64 H 4.47 0.69 4.13  -0.16
65 H 4.33 -0.34 7.05  0.28
66 H 5.33 -0.78 5.65  0.41
67 H 3.46 -2.51 6.04  0.38
68 H 3.37 -1.75 4.34  0.31
69 H 2.27 -1.24 5.67  0.16
70 H 1.42 1.85 3.12  0.40
71 H 1.46 3.89 0.09  0.52
72 H 1.06 2.24 0.67  -0.21
73 H -0.26 3.52 0.40  0.55
74 H -0.36 5.67 3.89  0.36
75 H -0.96 5.46 2.22  0.35
76 H 0.50 6.44 2.52  0.40
77 H -1.74 2.81 3.17  0.16
78 H -1.51 4.00 4.50  -0.06
79 H -3.17 3.09 5.66  0.35
80 H -2.33 1.53 5.85  0.33
81 H -3.50 0.78 3.59  0.18
82 H -4.66 1.42 4.83  0.45
83 H -3.72 2.71 2.39  0.21
84 H -5.24 2.46 2.92  0.28
85 H -0.38 2.61 6.83  0.60
86 H 0.51 1.24 6.32  0.67
87 H 4.54 4.07 7.20  0.28
88 H 4.44 3.55 8.90  0.41
89 H 4.95 2.31 7.72  0.27
90 H 1.52 0.88 8.54  0.33
91 O -7.56 1.38 1.39  -0.57
92 C -7.20 1.74 0.30  0.76
93 O -6.18 2.61 0.20  -0.37
94 C -5.54 2.96 -1.04  -0.32
95 C -6.30 4.06 -1.75  -0.93
96 C -7.91 1.29 -0.94  -0.97
97 H -5.39 2.08 -1.67  0.37
98 H -4.55 3.32 -0.77  0.24
99 H -7.31 3.75 -2.02  0.19
100 H -5.78 4.36 -2.66  0.37
101 H -6.40 4.93 -1.10  0.33
102 H -8.79 1.91 -1.10  0.28
103 H -8.23 0.25 -0.80  0.34
104 H -7.29 1.30 -1.84  0.25
105 O 7.10 1.98 -2.94  -0.50
106 C 7.94 1.49 -3.66  0.74
107 O 7.75 1.46 -4.98  -0.36
108 C 8.75 1.07 -5.93  -0.42
109 C 8.79 -0.43 -6.10  -0.96
110 C 9.17 0.84 -3.08  -1.05
111 H 9.72 1.49 -5.67  0.36
112 H 8.46 1.54 -6.88  0.30
113 H 9.05 -0.93 -5.17  0.27
114 H 9.52 -0.71 -6.87  0.35
115 H 7.81 -0.80 -6.40  0.30
116 H 8.92 -0.18 -2.78  0.25
117 H 9.48 1.41 -2.20  0.34
118 H 10.02 0.82 -3.76  0.38
119 O 0.98 -6.06 -1.91  -0.60
120 C 0.78 -6.55 -0.83  0.84
121 O 0.54 -5.76 0.23  -0.35
122 C 0.13 -6.23 1.51  -0.37
123 C 1.31 -6.66 2.35  -0.99
124 C 0.89 -8.04 -0.63  -1.09
125 H -0.62 -7.02 1.41  0.37
126 H -0.37 -5.39 2.00  0.34
127 H 1.85 -7.49 1.89  0.25
128 H 0.99 -6.97 3.35  0.38
129 H 2.02 -5.84 2.45  0.29
130 H 1.94 -8.30 -0.50  0.24
131 H 0.50 -8.53 -1.51  0.37
132 H 0.31 -8.41 0.22  0.36
133 O -10.04 0.44 -3.98  -0.65
134 C -9.69 -0.71 -4.03  0.73
135 O -10.59 -1.69 -3.93  -0.38
136 C -10.29 -3.08 -4.15  -0.41
137 C -9.74 -3.72 -2.90  -0.95
138 C -8.23 -1.06 -4.11  -0.85
139 H -9.64 -3.20 -5.01  0.37
140 H -11.24 -3.55 -4.41  0.30
141 H -8.80 -3.27 -2.59  0.26
142 H -9.57 -4.79 -3.06  0.37
143 H -10.44 -3.60 -2.07  0.30
144 H -7.80 -1.02 -3.11  0.16
145 H -7.74 -0.32 -4.74  0.27
146 H -8.03 -2.03 -4.56  0.37
147 O -8.29 2.36 -6.60  -0.58
148 C -9.34 2.95 -6.64  0.64
149 O -9.67 3.65 -7.74  -0.37
150 C -10.96 4.24 -7.95  -0.37
151 C -11.06 5.60 -7.29  -0.92
152 C -10.24 2.99 -5.44  -0.21
153 H -11.75 3.55 -7.64  0.37
154 H -11.06 4.35 -9.03  0.30
155 H -10.95 5.53 -6.21  0.27
156 H -12.03 6.06 -7.51  0.35
157 H -10.27 6.25 -7.66  0.29
158 H -9.89 3.76 -4.75  0.20
159 H -10.19 2.01 -4.94  -0.07
160 H -11.29 3.16 -5.68  0.25
161 O 2.44 -10.11 -1.69  -0.57
162 C 3.14 -9.80 -2.63  0.75
163 O 3.77 -10.75 -3.32  -0.37
164 C 4.48 -10.52 -4.55  -0.41
165 C 5.89 -10.04 -4.29  -0.93
166 C 3.37 -8.36 -2.98  -0.70
167 H 3.91 -9.84 -5.20  0.37
168 H 4.51 -11.48 -5.06  0.30
169 H 5.90 -9.08 -3.76  0.27
170 H 6.43 -9.91 -5.23  0.35
171 H 6.43 -10.75 -3.66  0.30
172 H 4.16 -7.96 -2.34  0.24
173 H 2.45 -7.80 -2.81  0.07
174 H 3.64 -8.19 -4.02  0.33

***

[3]
# C2H39N2O17

A cluster of 17 separate species, C2H39N2O17 in total at a distorted geometry (ωB97M-V/def2-TZVPD, the Open Molecules 2025 dataset).

Properties
M: 363.3 g mol⁻¹
net charge: +1
HOMO: -13.50 eV

Each line ends with the Mulliken charge.
Atoms and positions in Å:
1 N -0.11 2.23 0.11  0.07
2 C -0.53 2.07 1.54  -0.70
3 C 0.41 1.03 2.10  0.71
4 N 0.65 1.23 3.44  -0.46
5 O 1.15 0.29 1.45  -0.60
6 H 0.48 1.42 -0.22  0.19
7 H -0.79 2.24 -0.65  0.14
8 H 0.59 2.95 0.04  0.40
9 H -1.55 1.85 1.78  0.35
10 H -0.21 3.00 2.05  0.41
11 H 0.04 1.86 3.97  0.29
12 H 0.72 0.42 4.08  0.30
13 H -1.73 3.04 -3.15  0.36
14 H -2.39 1.83 -2.59  0.36
15 O -2.29 2.80 -2.39  -0.62
16 H 0.65 -1.84 5.41  0.29
17 H 1.55 -0.56 5.55  0.33
18 O 0.67 -0.88 5.30  -0.68
19 H 3.10 2.66 -0.94  0.33
20 H 3.00 3.63 0.23  0.27
21 O 2.45 3.07 -0.33  -0.62
22 H -2.03 -1.42 1.20  0.55
23 H -0.77 -1.06 1.84  0.16
24 O -1.70 -0.82 1.93  -0.63
25 H -1.89 -1.38 -3.13  0.36
26 H -0.96 -2.55 -3.65  0.28
27 O -1.21 -2.03 -2.86  -0.68
28 H 0.57 -3.41 1.20  0.36
29 H 0.25 -4.85 0.81  0.27
30 O -0.04 -3.94 0.66  -0.67
31 H -3.76 -0.08 -2.61  0.34
32 H -2.72 0.04 -1.58  0.26
33 O -2.86 0.29 -2.51  -0.75
34 H -5.46 -1.37 -0.97  0.29
35 H -4.80 -2.09 -2.19  0.30
36 O -4.93 -1.24 -1.76  -0.62
37 H 4.91 -1.40 -1.42  0.29
38 H 3.66 -1.85 -0.47  0.29
39 O 4.06 -1.18 -1.03  -0.60
40 H -1.86 4.74 0.21  0.32
41 H -2.66 3.48 -0.10  0.29
42 O -2.18 3.93 0.62  -0.64
43 H 4.08 0.83 -2.01  0.32
44 H 4.08 0.71 -0.46  0.36
45 O 4.33 1.28 -1.20  -0.69
46 H -0.88 1.14 -4.26  0.32
47 H -0.25 0.47 -5.57  0.29
48 O -0.51 1.28 -5.13  -0.65
49 H -1.31 -2.85 0.06  0.37
50 H -2.19 -2.53 -1.10  0.31
51 O -2.16 -2.40 -0.14  -0.63
52 H 0.89 -0.29 -1.98  0.24
53 H -0.51 -0.63 -2.27  0.30
54 O 0.07 0.20 -2.15  -0.43
55 H 2.62 -2.98 2.32  0.33
56 H 1.85 -3.96 3.43  0.27
57 O 2.09 -3.76 2.53  -0.65
58 H 3.47 -0.73 1.99  0.24
59 H 2.00 -0.74 2.36  0.65
60 O 2.87 -1.19 2.58  -0.83

***

[4]
# C44H59MnNO4P2Si

A structure of composition C44H59MnNO4P2Si (ωB97M-V/def2-TZVPD, the Open Molecules 2025 dataset).

Properties
M: 810.9 g mol⁻¹
net charge: 0
HOMO (spin up / spin down): -6.70 / -7.70 eV
2S+1: 6

Each line ends with the Mulliken spin population.
Atoms and positions in Å:
1 Mn 0.34 0.45 0.16  4.30
2 C 3.84 -0.58 -1.65  0.02
3 Si 2.16 -0.93 -0.86  0.20
4 C 2.46 -2.36 0.40  -0.04
5 C 3.54 -3.24 0.23  0.00
6 C 3.70 -4.37 1.02  0.00
7 C 2.75 -4.67 1.99  0.00
8 C 1.69 -3.80 2.19  -0.02
9 C 1.56 -2.63 1.43  -0.06
10 P 0.16 -1.50 1.77  0.37
11 C 0.15 -0.95 3.56  -0.14
12 C 1.09 -1.66 4.54  0.00
13 C 2.55 -1.26 4.36  0.00
14 C 2.74 0.25 4.42  0.00
15 C 1.83 0.95 3.41  0.02
16 C 0.38 0.57 3.65  0.12
17 C -1.35 -2.55 1.59  -0.07
18 C -1.29 -3.29 0.26  0.01
19 C -2.58 -4.08 0.05  0.00
20 C -2.81 -5.11 1.18  0.00
21 C -1.80 -4.95 2.32  0.00
22 C -1.70 -3.50 2.77  0.01
23 C 1.15 -1.87 -2.21  -0.01
24 C 1.58 -3.11 -2.70  0.01
25 C 0.85 -3.82 -3.64  0.00
26 C -0.34 -3.31 -4.13  0.00
27 C -0.79 -2.09 -3.67  0.00
28 C -0.07 -1.37 -2.71  -0.06
29 P -0.65 0.26 -2.12  0.05
30 C 0.23 1.41 -3.25  0.01
31 C -0.32 1.42 -4.67  0.00
32 C 0.59 2.23 -5.60  0.00
33 C 0.79 3.65 -5.07  0.00
34 C 1.33 3.63 -3.64  0.00
35 C 0.41 2.84 -2.71  0.07
36 C -2.45 0.33 -2.47  -0.05
37 C -3.02 1.71 -2.12  0.01
38 C -4.46 1.83 -2.64  0.00
39 C -5.20 0.49 -2.59  0.00
40 C -4.68 -0.37 -1.44  0.01
41 C -3.20 -0.72 -1.63  -0.04
42 H 4.21 -1.41 -2.25  0.00
43 H 4.59 -0.36 -0.88  0.00
44 H 3.78 0.30 -2.30  0.00
45 H 4.27 -3.04 -0.54  0.00
46 H 4.54 -5.02 0.87  0.00
47 H 2.84 -5.56 2.59  0.00
48 H 0.96 -4.05 2.95  0.00
49 H -0.88 -1.15 3.85  0.00
50 H 0.99 -2.74 4.49  0.00
51 H 0.77 -1.37 5.55  0.00
52 H 2.93 -1.62 3.40  0.00
53 H 3.15 -1.75 5.13  0.00
54 H 3.78 0.51 4.25  0.00
55 H 2.49 0.62 5.43  0.00
56 H 2.14 0.65 2.39  0.05
57 H 1.95 2.03 3.45  0.00
58 H -0.28 1.10 2.96  -0.06
59 H 0.09 0.88 4.66  0.00
60 H -2.16 -1.81 1.51  0.01
61 H -0.43 -3.96 0.24  0.00
62 H -1.14 -2.59 -0.57  0.04
63 H -2.55 -4.58 -0.92  0.00
64 H -3.42 -3.38 0.00  0.00
65 H -2.75 -6.13 0.78  0.00
66 H -3.82 -5.00 1.58  0.00
67 H -0.82 -5.31 1.99  0.00
68 H -2.09 -5.58 3.16  0.00
69 H -0.99 -3.41 3.59  0.00
70 H -2.67 -3.20 3.19  0.00
71 H 2.51 -3.53 -2.33  0.00
72 H 1.22 -4.78 -4.00  0.00
73 H -0.92 -3.86 -4.87  0.00
74 H -1.72 -1.69 -4.06  0.00
75 H 1.23 0.96 -3.27  0.01
76 H -1.32 1.88 -4.66  0.00
77 H -0.44 0.40 -5.05  0.00
78 H 0.17 2.25 -6.61  0.00
79 H 1.56 1.72 -5.66  0.00
80 H -0.16 4.18 -5.08  0.00
81 H 1.47 4.20 -5.72  0.00
82 H 1.45 4.64 -3.25  0.00
83 H 2.32 3.17 -3.62  0.00
84 H -0.56 3.34 -2.65  0.00
85 H 0.82 2.82 -1.70  -0.02
86 H -2.62 0.15 -3.53  0.00
87 H -2.40 2.52 -2.52  0.00
88 H -2.99 1.82 -1.03  0.00
89 H -4.44 2.21 -3.66  0.00
90 H -4.99 2.58 -2.05  0.00
91 H -5.06 -0.05 -3.53  0.00
92 H -6.27 0.65 -2.50  0.00
93 H -5.27 -1.29 -1.34  0.00
94 H -4.82 0.18 -0.50  0.00
95 H -3.09 -1.71 -2.08  0.00
96 H -2.72 -0.79 -0.64  0.10
97 O 1.25 4.41 0.76  0.02
98 C 0.43 3.55 1.05  -0.03
99 O 0.52 2.30 0.76  0.08
100 C -0.82 3.94 1.82  0.00
101 C -1.93 3.11 1.89  -0.08
102 C -3.07 3.50 2.58  0.01
103 C -3.10 4.72 3.23  0.00
104 C -1.98 5.53 3.15  0.00
105 C -0.84 5.18 2.45  0.00
106 N -2.01 6.84 3.85  0.00
107 O -1.05 7.56 3.73  0.00
108 O -3.03 7.14 4.44  0.00
109 H -1.89 2.15 1.38  0.16
110 H -3.93 2.85 2.62  0.00
111 H -3.97 5.05 3.78  0.00
112 H 0.01 5.84 2.39  0.00

***

[5]
# C35H33FHfN9O3

A structure of composition C35H33FHfN9O3 at a distorted geometry (ωB97M-V/def2-TZVPD, the Open Molecules 2025 dataset).

Properties
M: 825.2 g mol⁻¹
net charge: +3
HOMO: -15.10 eV
energy above the lowest of the compared OMol25 structures with the same formula, charge and spin: 0.0 kJ/mol

Each line ends with the Mulliken charge.
Atoms and positions in Å:
1 Hf -0.08 -0.44 0.00  1.63
2 C -4.40 0.91 -0.04  -0.45
3 C -3.22 0.32 -0.48  -0.13
4 N -2.37 -0.23 0.39  -0.23
5 C -2.70 -0.20 1.70  -0.12
6 C -3.85 0.45 2.11  -0.34
7 N -4.70 1.00 1.25  -0.50
8 C -1.75 -0.84 2.62  0.72
9 C -2.07 -1.19 3.91  -0.58
10 C -1.13 -1.82 4.72  0.42
11 C 0.12 -2.11 4.15  -0.95
12 C 0.36 -1.78 2.84  0.67
13 N -0.55 -1.14 2.08  -0.41
14 C 1.56 -2.22 2.11  0.29
15 C 2.70 -2.76 2.70  -0.35
16 N 3.65 -3.33 1.98  -0.52
17 C 3.48 -3.37 0.66  -0.56
18 C 2.40 -2.76 0.05  -0.28
19 N 1.46 -2.17 0.77  -0.06
20 C -1.45 -2.21 6.11  0.57
21 C -2.29 -1.42 6.89  -0.58
22 C -2.56 -1.83 8.18  -0.44
23 N -2.08 -2.95 8.72  -0.53
24 C -1.28 -3.70 7.96  -0.47
25 C -0.93 -3.37 6.66  -0.54
26 H -5.10 1.34 -0.75  0.41
27 H -2.95 0.30 -1.52  0.52
28 H -4.09 0.54 3.16  0.43
29 H -3.06 -1.00 4.29  0.80
30 H 0.87 -2.62 4.73  0.46
31 H 2.84 -2.74 3.78  0.45
32 H 4.23 -3.90 0.08  0.43
33 H 2.28 -2.75 -1.02  0.59
34 H -2.69 -0.48 6.52  0.51
35 H -3.20 -1.23 8.82  0.38
36 H -0.90 -4.61 8.42  0.38
37 H -0.30 -4.04 6.09  0.46
38 C 3.74 -2.72 -6.34  -1.02
39 C 3.05 -1.37 -6.24  -1.04
40 N 2.79 -0.97 -4.84  0.13
41 C 1.57 -1.21 -4.33  0.16
42 C 1.24 -0.90 -3.05  -0.37
43 C -0.04 -1.03 -2.30  1.01
44 O -0.65 0.06 -2.02  -0.58
45 O -0.23 -2.03 -1.55  -0.55
46 C 2.20 -0.34 -2.16  1.20
47 O 1.88 -0.08 -0.94  -1.16
48 C 3.50 -0.11 -2.69  0.96
49 C 4.51 0.47 -1.90  -0.80
50 C 5.73 0.74 -2.44  0.59
51 F 6.65 1.35 -1.69  -0.33
52 C 6.05 0.42 -3.79  -1.47
53 C 5.06 -0.17 -4.55  -0.82
54 C 3.78 -0.42 -4.04  0.21
55 N 7.31 0.69 -4.34  0.24
56 C 8.50 0.84 -3.51  -0.67
57 C 9.73 0.38 -4.28  -0.97
58 N 9.84 1.17 -5.56  -0.15
59 C 8.59 1.03 -6.39  -0.70
60 C 7.40 1.47 -5.56  -0.64
61 H 3.90 -2.97 -7.39  0.40
62 H 3.12 -3.51 -5.90  0.35
63 H 4.70 -2.73 -5.83  0.32
64 H 2.09 -1.39 -6.74  0.48
65 H 3.63 -0.58 -6.72  0.48
66 H 0.85 -1.64 -5.02  0.55
67 H 4.30 0.76 -0.88  0.61
68 H 5.31 -0.46 -5.56  0.76
69 H 8.43 0.21 -2.62  0.49
70 H 8.64 1.87 -3.17  0.44
71 H 9.65 -0.67 -4.57  0.37
72 H 10.64 0.53 -3.70  0.44
73 H 10.66 0.88 -6.09  0.36
74 H 9.98 2.16 -5.33  0.40
75 H 8.52 -0.02 -6.67  0.37
76 H 8.71 1.64 -7.29  0.41
77 H 6.50 1.37 -6.16  0.48
78 H 7.51 2.54 -5.32  0.23
79 C 0.04 1.64 0.71  -1.37
80 H -0.55 1.84 1.61  0.38
81 H -0.32 2.33 -0.06  0.39
82 H 1.07 1.94 0.92  0.34